[1]
C16H27F9INO9P2S | the ωB97M-V functional and the def2-TZVPD basis

Geometry as XYZ:
```
66
Properties=species:S:1:pos:R:3:forces:R:3
C 6.005853 -1.793377 0.027113 0.01 -0.01 -0.05
C 4.877406 -2.238776 -0.902008 0.05 -0.03 0.10
C 3.556229 -2.426766 -0.140021 0.01 0.26 -0.10
I 2.296785 -3.780740 -1.236799 -0.10 -0.06 -0.14
P 2.756622 -0.855458 0.482071 0.35 -0.09 0.08
P 0.505759 -0.799245 0.430210 -0.20 0.43 -0.08
N 0.047492 -0.876816 -1.196707 -0.35 -0.50 0.46
O 0.212334 -2.277656 1.099963 -0.02 0.02 -0.05
S 3.209236 0.606922 -1.088172 -0.02 -0.18 0.12
C 2.355151 2.038801 -0.462009 -0.09 0.20 0.04
O 4.626966 0.872021 -0.968055 0.00 0.01 -0.07
O 2.679183 0.266879 -2.387372 0.04 -0.04 -0.05
H 6.941159 -1.725371 -0.530924 -0.04 0.03 0.01
H 6.151633 -2.524537 0.827370 -0.02 0.05 -0.01
H 5.811788 -0.815697 0.466983 -0.01 -0.04 -0.01
H 4.747595 -1.541289 -1.729438 0.01 -0.03 0.02
H 5.140314 -3.201579 -1.346517 -0.01 0.02 0.05
H 3.777364 -2.957695 0.787047 -0.17 -0.13 -0.08
H -0.924681 -0.602269 -1.297206 0.09 0.14 -0.14
H 0.207619 -1.751460 -1.687931 0.25 0.17 -0.16
H -0.347542 -2.808379 0.517635 0.09 -0.13 0.09
H 1.750608 1.777077 0.407487 -0.01 -0.03 -0.06
H 3.128729 2.746897 -0.169660 -0.07 0.02 -0.01
H 1.718081 2.433334 -1.251645 0.05 -0.05 0.00
C 0.380865 -0.460557 -5.161483 0.03 -0.12 0.02
C -0.416224 0.707692 -5.684766 0.14 0.13 0.11
O -1.568662 0.262794 -6.447154 -0.05 -0.01 0.01
C -2.614461 -0.117795 -5.739263 -0.07 -0.02 -0.06
O -2.732386 -0.127493 -4.548551 0.02 0.00 0.00
C -3.762830 -0.539602 -6.689484 0.03 0.02 0.04
F -3.325435 -1.345429 -7.661587 -0.01 0.01 0.02
F -4.298841 0.549951 -7.259859 0.01 -0.03 0.01
F -4.717135 -1.171988 -6.014813 0.02 0.02 -0.02
H 0.697318 -1.111921 -5.976646 0.01 0.04 -0.02
H 1.265907 -0.098376 -4.637186 -0.01 0.00 0.02
H -0.207174 -1.047250 -4.456571 0.00 0.03 0.01
H 0.156842 1.307872 -6.387087 -0.04 -0.04 -0.05
H -0.763704 1.350527 -4.876625 -0.04 -0.04 0.00
C -5.542320 -1.786353 3.260182 0.00 -0.07 -0.02
C -4.133947 -1.830994 3.805356 -0.01 0.12 0.04
O -3.563440 -3.157721 3.674022 0.00 -0.03 -0.01
C -3.081799 -3.464951 2.485531 0.10 -0.06 0.01
O -3.061386 -2.778806 1.505563 0.02 0.01 -0.06
C -2.465940 -4.885472 2.516939 0.00 0.06 0.00
F -3.288700 -5.763906 3.096042 0.01 0.01 -0.02
F -1.318359 -4.865629 3.205264 -0.03 -0.01 -0.01
F -2.206422 -5.300950 1.279212 0.01 0.01 0.04
H -6.167424 -2.530131 3.754170 -0.01 0.02 0.01
H -5.969475 -0.799927 3.441613 0.00 0.00 0.00
H -5.553702 -1.972734 2.187391 0.01 0.02 0.00
H -4.110036 -1.638903 4.875090 0.00 -0.03 0.00
H -3.479229 -1.121320 3.301023 0.00 -0.03 -0.03
C -1.479034 5.443785 4.346061 0.03 -0.06 0.03
C -0.320147 5.982878 3.540536 -0.07 0.10 -0.04
O 0.872015 5.182758 3.741201 0.00 -0.04 0.01
C 0.943848 4.063994 3.044016 0.09 -0.04 0.00
O 0.151229 3.639562 2.254942 0.00 0.02 0.00
C 2.280235 3.340365 3.341517 -0.10 0.05 -0.06
F 2.545668 3.299995 4.647623 0.00 0.00 -0.01
F 3.280506 3.988629 2.725719 0.01 -0.03 0.02
F 2.236360 2.096480 2.876022 0.05 -0.02 0.04
H -1.217794 5.390606 5.402868 -0.01 0.02 0.00
H -2.337035 6.106931 4.234586 0.00 0.00 0.00
H -1.765640 4.450707 4.002992 0.00 0.02 -0.02
H -0.029265 6.977429 3.869147 0.02 -0.02 0.01
H -0.544528 6.010435 2.475032 0.01 -0.04 0.01
```
Positions in Å, forces in eV/Å.

## Properties
HOMO-LUMO gap (Ha): 0.3295
E_tot (eV): -98919.7091
SMILES string: CC[C@H](I)P(#P(N)O)S(C)(=O)=O.CCOC(=O)C(F)(F)F.CCOC(=O)C(F)(F)F.CCOC(=O)C(F)(F)F
F_max (eV/Å): 0.764
LUMO energy (eV): 0.29

---

[2]
C66H69F3O6 | the ωB97M-V functional and the def2-TZVPD basis

Geometry as XYZ:
```
144
Properties=species:S:1:pos:R:3:forces:R:3
C -4.198431 -9.626945 0.185858 -0.35 1.15 -0.60
O -2.772102 -9.667391 0.090857 -0.08 -0.55 0.78
C -2.289612 -9.716421 -1.131853 0.64 0.97 -3.12
O -2.898020 -9.509895 -2.192195 1.14 -0.75 2.33
O -0.949190 -9.912259 -1.036769 0.02 -0.31 0.49
C -0.072277 -9.923211 -2.198012 -1.22 0.19 0.00
H -4.514917 -8.852845 -0.513218 -0.38 -0.43 -0.35
H -4.521985 -9.217925 1.142993 0.58 -0.57 0.29
H -4.634211 -10.601208 -0.035544 0.02 0.16 0.04
H 0.950130 -9.690389 -1.900380 -0.36 0.25 0.42
H -0.479154 -9.180314 -2.884050 0.32 -0.17 -0.26
H -0.039749 -10.915369 -2.648208 -0.34 0.04 -0.03
C 0.876986 -2.427224 -1.141339 -0.12 -0.76 0.51
O 0.910638 -1.352742 -2.049978 -0.02 0.51 -0.79
C 1.118208 -0.115338 -1.616941 1.80 1.09 3.53
O 1.405484 0.253922 -0.456682 -1.15 -1.50 -2.49
O 1.129848 0.707413 -2.636447 -1.05 0.22 -1.07
C 1.235560 2.117333 -2.416137 0.23 0.36 0.56
H 1.727399 -2.440018 -0.459622 -0.26 0.43 0.22
H 0.944265 -3.364360 -1.693915 -0.01 0.30 -0.44
H -0.097227 -2.442076 -0.652678 0.24 0.12 0.43
H 0.586297 2.653782 -3.108079 0.42 -0.41 -0.53
H 2.297021 2.350266 -2.500596 -0.20 0.37 -0.24
H 0.890431 2.479286 -1.447644 0.12 -0.72 0.31
F 3.264596 6.295627 -7.063103 -0.24 0.20 -0.27
C 2.869040 7.587854 -7.104882 0.15 1.15 0.54
C 1.723377 7.971828 -7.817384 0.18 0.10 0.92
C 1.304979 9.305263 -7.717807 1.22 -0.31 -0.31
C 2.090616 10.241217 -7.043084 -0.38 0.06 0.41
C 3.226588 9.886418 -6.317478 -0.20 -1.89 -1.23
C 3.626174 8.513041 -6.366672 -0.84 1.21 -0.02
H 1.120015 7.225156 -8.312192 0.09 -0.04 -0.16
H 0.456236 9.679394 -8.271037 -0.21 -0.26 0.05
H 1.714648 11.253651 -7.049767 0.23 0.22 0.10
H 3.839303 10.625416 -5.822628 -0.08 -0.07 0.18
H 4.478471 8.226053 -5.768653 0.07 -0.37 -0.20
F 8.119060 -0.505956 5.818165 -0.01 0.14 0.22
C 8.983000 0.288540 5.163925 -0.48 1.23 -1.70
C 10.229678 0.556201 5.698487 0.31 0.65 -0.86
C 11.103682 1.368937 4.919696 -1.79 -0.20 0.27
C 10.660205 1.871918 3.694264 1.81 -1.05 -0.46
C 9.483052 1.460502 3.079092 -1.10 0.43 1.74
C 8.544741 0.842322 3.906465 1.12 -1.32 0.81
H 10.478195 0.193180 6.684818 0.15 -0.17 -0.06
H 12.095717 1.639510 5.249933 -0.05 -0.07 0.23
H 11.440029 2.377044 3.143698 -0.20 0.34 -0.33
H 9.170593 1.693529 2.071877 0.30 0.36 -0.03
H 7.544181 0.673509 3.536637 -0.06 -0.35 0.17
F 2.405707 -8.281233 5.041482 -0.46 -0.06 -0.11
C 2.574772 -9.561708 5.436894 1.37 0.32 -0.77
C 3.399323 -10.373642 4.629580 -0.21 -0.07 1.04
C 3.758359 -11.612021 5.124644 -0.53 -0.70 -1.06
C 3.257381 -12.130043 6.308786 0.11 1.06 0.03
C 2.523236 -11.251874 7.081005 -1.16 0.37 0.56
C 2.125937 -9.949381 6.673193 0.92 -1.43 -0.08
H 3.835290 -10.118417 3.675019 -0.36 0.64 0.03
H 4.310486 -12.244540 4.445319 0.33 -0.13 0.12
H 3.463183 -13.144827 6.615789 0.07 0.08 0.14
H 2.165527 -11.589183 8.042607 -0.05 -0.03 0.16
H 1.573883 -9.283766 7.320180 -0.03 -0.03 -0.06
C -9.289195 -2.209041 -0.251708 1.03 0.74 -0.15
C -9.530651 -2.749583 -1.506136 1.49 -1.42 0.13
C -8.493489 -3.506654 -2.123078 -0.53 0.78 0.69
C -7.238826 -3.598458 -1.517028 -0.41 0.13 -0.54
C -6.967961 -2.957612 -0.316172 -0.94 0.50 -0.01
C -7.976876 -2.211989 0.312496 -0.60 -1.44 -0.48
H -10.140249 -1.707923 0.185316 0.23 0.17 0.54
H -10.527454 -2.728073 -1.921253 0.01 0.08 -0.14
H -8.693660 -4.025322 -3.049002 0.07 0.02 -0.12
H -6.450294 -4.146182 -2.011618 0.01 -0.18 -0.03
H -5.992067 -3.063265 0.134230 0.05 0.12 0.08
H -7.733915 -1.869223 1.307421 -0.41 0.50 0.02
C -4.193556 -3.908368 6.134365 0.97 1.09 -0.74
C -5.356087 -4.202691 6.785465 -1.05 -0.85 -0.32
C -6.248096 -3.212383 7.155494 1.37 0.72 -0.12
C -5.794195 -1.896806 6.979756 -0.34 0.57 0.75
C -4.584386 -1.519939 6.372972 -0.80 -1.88 -0.26
C -3.825474 -2.581336 5.855765 0.02 -0.02 0.64
H -3.536356 -4.690928 5.784963 -0.03 -0.15 0.01
H -5.636600 -5.241991 6.872392 -0.01 -0.15 0.28
H -7.182198 -3.479087 7.627430 -0.07 0.30 0.02
H -6.361775 -1.103045 7.442573 -0.35 0.15 -0.18
H -4.346264 -0.470599 6.280324 0.21 -0.08 -0.08
H -2.906352 -2.439556 5.306661 0.07 0.29 -0.02
C -3.573650 2.455328 -7.960859 -1.15 -0.13 -0.63
C -4.677668 2.526288 -7.114278 0.56 -0.19 -0.14
C -5.888566 2.988241 -7.567219 -0.10 1.08 -1.37
C -6.000608 3.521113 -8.894108 -0.14 -0.96 1.93
C -4.931948 3.359167 -9.766316 -1.00 -0.12 -0.08
C -3.768891 2.797170 -9.320124 1.69 -0.56 1.43
H -2.701130 1.985385 -7.531614 0.42 0.20 -0.50
H -4.593433 2.183590 -6.093564 0.04 -0.07 0.10
H -6.708214 2.946783 -6.865185 -0.32 0.34 -0.22
H -6.942914 3.984025 -9.147451 0.01 -0.08 -0.43
H -5.032601 3.509294 -10.831095 -0.11 0.50 -0.02
H -2.964617 2.629476 -10.021120 0.11 -0.01 -0.07
C 2.561221 3.640169 10.082531 0.02 -0.24 -0.38
C 2.307809 4.834306 9.453400 -0.42 0.80 -1.25
C 2.014544 4.872182 8.082244 0.59 -0.28 -0.54
C 2.090831 3.718336 7.282540 -0.57 0.40 0.83
C 2.300596 2.536674 7.940231 -0.27 -1.45 1.14
C 2.464505 2.478220 9.321580 1.00 0.51 0.58
H 2.897435 3.620971 11.108683 -0.26 -0.12 0.15
H 2.326962 5.797348 9.941836 0.08 -0.08 0.38
H 1.842960 5.828284 7.610210 -0.12 0.11 0.01
H 1.888685 3.628536 6.225435 0.07 0.69 -0.12
H 2.260986 1.572288 7.455661 0.12 0.07 -0.47
H 2.709341 1.571235 9.854339 -0.24 -0.41 -0.34
C 0.402056 -5.354101 -8.224572 -0.02 -1.12 -0.89
C 0.640660 -4.007455 -8.122267 -0.01 1.46 -0.12
C 1.737690 -3.350458 -8.741804 -0.61 -1.88 0.31
C 2.537257 -4.178881 -9.538261 -1.07 1.23 -0.15
C 2.167274 -5.488691 -9.766600 1.15 -1.04 -0.14
C 1.170678 -6.152872 -9.067999 0.53 1.02 0.65
H -0.450349 -5.856734 -7.791912 -0.14 0.41 0.52
H -0.135849 -3.450636 -7.618917 0.26 0.39 0.35
H 1.939110 -2.297926 -8.607653 -0.09 0.00 0.02
H 3.338998 -3.770122 -10.135344 0.20 0.08 0.15
H 2.821837 -5.991436 -10.463160 -0.12 -0.51 -0.06
H 1.055585 -7.225456 -9.015892 -0.10 -0.04 -0.64
C -3.924778 5.856385 2.560247 0.42 -0.35 -0.97
C -3.649031 4.704762 1.818738 0.15 0.12 0.00
C -4.545441 4.260027 0.866518 -1.33 0.45 0.10
C -5.738740 4.985451 0.656968 0.67 -1.20 -0.11
C -5.996963 6.125298 1.374786 -0.15 0.05 -1.23
C -5.033234 6.611347 2.215847 -0.39 0.05 2.25
H -3.246148 6.106837 3.362198 -0.04 0.40 -0.02
H -2.718526 4.177405 1.968512 -0.03 -0.22 0.25
H -4.472100 3.292099 0.393090 0.46 0.06 -0.24
H -6.468067 4.588979 -0.033898 -0.11 0.00 -0.05
H -6.934413 6.637717 1.216666 0.00 0.20 0.10
H -5.335354 7.427174 2.855807 0.34 0.44 -0.06
C 6.353178 8.869956 0.596544 -0.15 0.13 0.67
C 6.016764 10.187980 0.720893 -1.36 1.60 0.50
C 4.714406 10.645208 1.066388 1.48 -1.22 -0.73
C 3.726469 9.697889 1.309274 0.20 -0.09 -0.42
C 4.055948 8.326105 1.248415 0.97 1.38 0.04
C 5.379171 7.941185 0.963473 -1.49 -0.54 -0.73
H 7.370528 8.725052 0.264263 -0.03 -0.92 0.09
H 6.728885 10.984389 0.562724 0.34 -0.16 -0.29
H 4.624713 11.715367 0.951776 -0.76 0.04 0.49
H 2.702784 10.018458 1.434568 -0.12 -0.08 0.21
H 3.292930 7.571818 1.371886 0.01 -0.02 0.14
H 5.431762 6.867929 0.855022 0.90 -0.12 0.02
```
Positions in Å, forces in eV/Å.

## Properties
HOMO-LUMO gap (Ha): 0.3455
E_tot (eV): -89994.0060
SMILES string: COC(=O)OC.COC(=O)OC.Fc1ccccc1.Fc1ccccc1.Fc1ccccc1.c1ccccc1.c1ccccc1.c1ccccc1.c1ccccc1.c1ccccc1.c1ccccc1.c1ccccc1
F_max (eV/Å): 4.107
LUMO energy (eV): 0.29